<w>
The following is a quantum chemistry calculation of a structure of composition C4H6NO3, from the OMol25 dataset.

Geometry as XYZ:
```
14
C4H6NO3 (the ωB97M-V functional and the def2-TZVPD basis)
O 0.76 2.14 -0.37
C 0.21 1.19 0.30
C 1.03 -0.09 0.43
C 1.77 -0.45 -0.84
N 0.05 -1.16 0.72
C -1.14 -0.68 0.21
O -0.98 0.51 -0.42
O -2.17 -1.32 0.22
H -0.23 1.54 1.27
H 1.77 0.03 1.22
H 2.45 -1.29 -0.70
H 1.07 -0.76 -1.62
H 2.31 0.39 -1.29
H -0.20 -1.53 -0.30
```

Results
- Total charge: -1
- Spin multiplicity: 1
- Kohn-Sham gap: 7.70 eV
- Molar mass: 116.096 g mol⁻¹

***

<x>
The following is a quantum chemistry calculation of a structure of composition C4H6NO3, from the OMol25 dataset.

Geometry as XYZ:
```
14
C4H6NO3 (the ωB97M-V functional and the def2-TZVPD basis)
O 2.74 0.81 0.04
C 2.33 -0.37 0.23
O 2.91 -1.43 -0.04
C 0.84 -0.49 0.71
C -0.08 0.38 -0.13
C -1.56 -0.15 -0.05
N -2.56 0.73 -0.71
O -1.81 -1.27 0.34
H 0.59 -1.52 0.49
H 0.72 -0.20 1.76
H 0.11 0.44 -1.20
H -0.11 1.40 0.26
H -2.26 1.67 -0.43
H -1.85 0.00 -1.27
```

Results
- Total charge: -1
- Spin multiplicity: 1
- Kohn-Sham gap: 7.43 eV
- Molar mass: 116.096 g mol⁻¹

***

<y>
The following is a quantum chemistry calculation of the ion C4H6NO3 with charge -1, from the OMol25 dataset.

Geometry as XYZ:
```
14
C4H6NO3 (the ωB97M-V functional and the def2-TZVPD basis)
C 0.29 -0.15 0.38
C -0.63 0.39 -0.73
C -0.93 -0.60 -1.87
O 0.10 -0.82 -2.66
N 0.85 0.89 1.11
C 1.36 0.59 2.41
O 1.98 1.53 2.94
O 1.22 -0.58 2.84
H -0.18 1.28 -1.20
H 1.06 -0.82 -0.08
H -1.42 -1.53 -1.44
H -1.59 0.69 -0.29
H -1.77 -0.10 -2.40
H -0.34 -0.78 1.01
```

Results
- Total charge: -1
- Spin multiplicity: 1
- Kohn-Sham gap: 4.36 eV
- Molar mass: 116.096 g mol⁻¹

***

<z>
The following is a quantum chemistry calculation of the ion C4H6NO3 with charge -1, from the OMol25 dataset.

Geometry as XYZ:
```
14
C4H6NO3 (the ωB97M-V functional and the def2-TZVPD basis)
C -0.84 -1.81 -0.44
C 0.57 -1.36 -0.10
O 1.36 -2.22 -0.15
N 0.91 -0.04 0.30
C -0.10 0.97 0.47
C 0.37 2.42 0.07
O 1.55 2.55 0.16
O -0.61 3.13 -0.23
H -0.74 -2.54 -1.26
H -1.41 -2.23 0.38
H -1.54 -0.98 -0.83
H 1.90 0.21 0.19
H -0.45 1.09 1.59
H -0.96 0.80 -0.15
```

Results
- Total charge: -1
- Spin multiplicity: 1
- Kohn-Sham gap: 7.74 eV
- Molar mass: 116.096 g mol⁻¹

***

<z> takes first place; second place is 2.138 eV up.

***

<w>
The following is a quantum chemistry calculation of a cluster of 2 separate species, C2H8NO2 in total, from the OMol25 dataset.

Geometry as XYZ:
```
13
C2H8NO2 (the ωB97M-V functional and the def2-TZVPD basis)
C -0.30 0.65 -0.93
O -0.92 -0.57 -1.25
C 0.17 1.12 0.51
N 1.17 0.19 1.24
H -0.94 1.45 -1.30
H 0.64 0.81 -1.52
H -0.79 1.42 1.12
H 0.78 2.05 0.49
H 1.98 -0.22 0.56
H 0.71 -0.70 1.46
H -0.79 -2.65 -0.51
H -0.77 -1.23 -0.30
O -0.96 -2.32 0.42
```

Results
- Total charge: -1
- Spin multiplicity: 1
- Kohn-Sham gap: 8.05 eV
- Molar mass: 78.091 g mol⁻¹

***

<x>
The following is a quantum chemistry calculation of a structure of composition C2H8NO2, from the OMol25 dataset.

Geometry as XYZ:
```
13
C2H8NO2 (the ωB97M-V functional and the def2-TZVPD basis)
C -0.73 -2.02 -0.10
O 0.43 -1.37 0.31
H -1.58 -1.77 0.55
H -0.93 -1.84 -1.16
H -0.67 -3.12 0.00
N 0.80 1.35 -0.98
C 0.14 1.80 0.32
O -0.24 0.79 1.13
H 1.79 1.35 -0.75
H 0.67 0.33 -0.98
H 0.93 2.38 0.82
H -0.69 2.42 -0.04
H 0.08 -0.31 0.86
```

Results
- Total charge: -1
- Spin multiplicity: 1
- Kohn-Sham gap: 8.28 eV
- Molar mass: 78.091 g mol⁻¹

***

<x> takes first place; second place is 0.762 eV up.

***

<w>
The following is a quantum chemistry calculation of the molecule C22H24FN5O, from the OMol25 dataset.

Geometry as XYZ:
```
53
C22H24FN5O (the ωB97M-V functional and the def2-TZVPD basis)
C 2.66 -1.03 -2.31
C 2.69 -0.77 -0.80
C 3.99 -1.33 -0.22
C 1.49 -1.47 -0.12
C 0.24 -0.77 -0.50
C 0.19 0.51 -0.99
C -1.15 0.72 -1.35
N -1.86 -0.36 -1.10
N -1.02 -1.27 -0.58
C -1.53 -2.51 -0.20
C -2.66 -3.00 -0.85
C -3.19 -4.22 -0.50
C -2.62 -4.98 0.51
C -1.51 -4.47 1.16
F -0.95 -5.18 2.15
C -0.95 -3.24 0.84
C 1.37 1.43 -1.07
N 1.10 2.64 -0.29
C 0.31 3.63 -0.76
O 0.04 3.75 -1.94
C -0.19 4.62 0.28
C -0.40 4.06 1.69
C -1.20 2.79 1.66
C -0.72 1.57 2.14
N -1.43 0.46 2.08
C -2.64 0.54 1.55
C -3.14 1.75 1.09
N -2.43 2.86 1.14
C 2.62 0.73 -0.50
H 3.45 -0.48 -2.80
H 1.71 -0.73 -2.74
H 2.80 -2.09 -2.51
H 4.85 -0.88 -0.71
H 4.04 -2.41 -0.37
H 4.06 -1.13 0.85
H 1.64 -1.44 0.97
H 1.45 -2.52 -0.42
H -1.60 1.59 -1.77
H -3.10 -2.40 -1.63
H -4.07 -4.59 -1.01
H -3.01 -5.94 0.79
H -0.12 -2.87 1.40
H 1.52 1.75 -2.10
H 1.22 2.54 0.70
H 0.52 5.46 0.32
H -1.13 5.01 -0.10
H -0.95 4.80 2.27
H 0.55 3.88 2.20
H 0.26 1.48 2.59
H -3.21 -0.38 1.50
H -4.13 1.83 0.67
H 2.62 0.86 0.58
H 3.51 1.22 -0.89
```

Results
- Total charge: 0
- Spin multiplicity: 1
- Kohn-Sham gap: 9.17 eV
- Molar mass: 393.466 g mol⁻¹

***

<x>
The following is a quantum chemistry calculation of a structure of composition C22H24FN5O, from the OMol25 dataset.

Geometry as XYZ:
```
53
C22H24FN5O (the ωB97M-V functional and the def2-TZVPD basis)
C -1.15 1.94 4.17
N -1.28 1.32 2.80
C -1.18 -0.07 2.54
C -1.30 -0.18 1.30
C -1.34 1.33 0.80
N -1.35 2.02 1.89
C -1.56 1.55 -0.39
C -2.25 1.17 -1.49
C -2.37 1.66 -2.73
C -1.65 2.67 -3.17
C -0.52 2.95 -2.25
C -0.39 2.59 -0.94
H 0.11 3.19 -0.29
H 0.03 3.81 -2.60
H -1.62 3.14 -4.16
H -3.31 1.17 -3.29
F -3.37 0.21 -1.07
C -1.22 -1.52 0.68
N 0.29 -1.68 -0.02
C 1.17 -2.05 1.20
H 0.83 -1.73 2.15
C 2.40 -1.13 1.16
N 2.02 0.25 1.40
C 2.22 0.55 2.78
O 2.17 1.72 3.16
C 3.17 -0.41 3.15
H 2.51 -0.81 4.02
C 3.63 -1.36 1.93
H 4.41 -1.00 1.71
H 3.50 -2.34 2.26
H 4.16 -0.01 3.66
H 1.36 0.96 0.87
H 2.73 -1.00 -0.05
H 1.51 -2.86 1.14
C 0.32 -2.42 -1.01
C 0.02 -1.86 -2.36
N 0.85 -0.58 -2.72
C 0.29 -0.18 -3.63
C -0.63 -0.28 -4.50
C -1.44 -1.42 -4.04
C -1.40 -2.05 -3.01
H -1.91 -3.02 -2.51
H -2.39 -1.48 -4.62
H -0.93 0.44 -5.31
H 1.27 0.82 -3.89
H -0.34 -3.34 -1.12
H 1.27 -2.68 -1.21
H -1.61 -2.26 1.18
H -1.69 -1.49 -0.34
H -1.08 -0.80 3.65
H 0.03 2.16 4.34
H -1.52 2.97 4.05
H -1.50 1.43 4.77
```

Results
- Total charge: 0
- Spin multiplicity: 1
- Kohn-Sham gap: 7.54 eV
- Molar mass: 393.466 g mol⁻¹

***

<w> takes first place; second place is 24.455 eV up.